20
Properties=species:S:1:pos:R:3:mulliken_charge:R:1 method="wB97M-V/def2-TZVPD" relative_energy_kj_mol=191.03 multiplicity=1 total_charge=+1
C 0.06 -1.27 1.31 -0.5747
C 0.91 -1.10 0.02 -0.5531
C 1.58 0.25 -0.13 -0.3041
C 0.99 1.44 -0.28 -0.4063
N -0.46 1.50 -0.46 -0.0956
N -0.65 -0.08 1.88 -0.6249
H -0.62 -2.11 1.24 0.3740
H 0.81 -1.54 2.06 0.3387
H 1.74 -1.76 0.15 0.3578
H 0.36 -1.53 -0.80 0.2789
H 2.58 0.31 0.31 0.3234
H 1.55 2.34 -0.46 0.3761
H -0.85 0.94 -1.22 0.2551
H -0.82 2.44 -0.58 0.4183
H -0.92 1.13 0.41 0.4102
H -1.52 -0.37 2.29 0.2345
H -0.10 0.19 2.68 0.2466
H -0.90 -0.05 -3.28 0.3107
H -2.23 -0.67 -2.62 0.2939
O -1.50 -0.06 -2.53 -0.6594

20
Properties=species:S:1:pos:R:3:mulliken_charge:R:1 method="wB97M-V/def2-TZVPD" relative_energy_kj_mol=229.94 multiplicity=1 total_charge=+1
C 2.68 -0.56 -0.03 -1.0387
C 1.44 -1.61 0.14 -0.7786
C 0.16 -0.78 0.17 0.7571
C -0.41 -0.30 1.23 -0.6722
N -1.73 0.49 1.02 -0.2544
N -0.50 -0.69 -1.06 -0.5283
H 2.74 -0.22 -0.99 0.3587
H 3.50 -1.23 0.04 0.3418
H 2.66 0.09 0.86 0.3298
H 1.50 -2.11 1.22 0.2736
H 1.35 -2.32 -0.68 0.3916
H 0.01 -0.18 2.23 0.3707
H -2.21 0.59 1.93 0.3797
H -1.62 1.39 0.58 0.2396
H -2.32 -0.09 0.38 0.4131
H -0.92 0.21 -1.25 0.1910
H -0.21 -1.29 -1.90 0.2555
H -0.26 2.91 -1.11 0.3469
H -1.83 2.86 -1.72 0.3129
O -1.24 2.54 -1.04 -0.6899

20
Properties=species:S:1:pos:R:3:mulliken_charge:R:1 method="wB97M-V/def2-TZVPD" relative_energy_kj_mol=419.48 multiplicity=1 total_charge=+1
C -1.47 1.42 -0.26 -1.3268
C 1.58 0.48 0.58 -1.0578
C -0.18 -0.86 1.45 -0.8754
C -0.97 0.24 -0.94 0.5733
N 0.87 -1.53 -0.58 -0.7448
N 0.50 -0.46 0.32 0.2842
O -0.44 0.47 -2.10 -0.4578
H -2.24 1.98 -0.88 0.3497
H -0.64 2.13 -0.17 0.3408
H -1.78 1.18 0.68 0.4023
H 1.14 1.08 1.30 0.4320
H 2.42 -0.07 0.98 0.3807
H 1.82 0.88 -0.36 0.4057
H -0.72 -1.75 1.12 0.3890
H 0.47 -1.33 2.27 0.3393
H -0.81 -0.12 1.98 0.2857
H -1.79 -0.53 -0.93 0.3029
H 1.75 -1.93 -0.22 0.2995
H 1.02 -1.06 -1.51 0.2621
H -0.51 -0.22 -2.77 0.4154

The following HOMO level values (in eV) correspond, in order, to the records above: -13.70; -12.99; -14.81.
The following frontier orbital gap values (in Eh) correspond, in order, to the records above: 0.3980; 0.3606; 0.4076.
The following electronic energy values (in eV) correspond, in order, to the records above: -9379.604; -9379.201; -9377.236.